# 1
{
  "formula": "C23H16BrCl4F6O5SbTi",
  "method": "ωB97M-V/def2-TZVPD",
  "homo_energy_ev": [-3.2, -6.2],
  "spin_multiplicity": 4,
  "e_lumo_ev": [1.69, -1.69],
  "molar_mass_g_mol": 877.7,
  "total_charge": -1,
  "s_squared": 3.808,
  "de_lowest_kj_mol": 88.1,
  "gap_ev": [4.864, 4.547],
  "e_tot_ha": -7366.31041,
  "symbols": ["Ti", "Cl", "C", "C", "Cl", "C", "Cl", "C", "O", "C", "O", "C", "Cl", "Br", "C", "C", "C", "C", "C", "C", "C", "O", "O", "H", "H", "H", "H", "F", "Sb", "F", "F", "F", "F", "F", "C", "C", "C", "C", "C", "C", "C", "O", "C", "C", "C", "H", "H", "H", "H", "H", "H", "H", "H", "H", "H", "H", "H"],
  "coordinates": [[-0.722, -0.189, 0.984], [2.999, 5.254, 0.858], [2.808, 3.642, 0.333], [3.879, 2.825, 0.150], [5.467, 3.381, 0.438], [3.693, 1.463, -0.300], [5.018, 0.476, -0.566], [2.383, 0.884, -0.548], [2.242, -0.255, -0.954], [1.214, 1.776, -0.303], [0.054, 1.374, -0.377], [1.469, 3.141, 0.099], [0.142, 4.105, 0.383], [1.132, 0.097, -4.575], [-0.731, 0.082, -4.180], [-1.628, 0.221, -5.225], [-2.986, 0.216, -4.941], [-3.426, 0.082, -3.634], [-2.513, -0.056, -2.595], [-1.148, -0.063, -2.868], [-3.053, -0.179, -1.190], [-4.252, -0.187, -0.998], [-2.160, -0.271, -0.253], [-1.269, 0.331, -6.239], [-3.700, 0.320, -5.748], [-4.478, 0.080, -3.387], [-0.429, -0.189, -2.069], [0.927, 0.159, 1.769], [0.091, 0.079, 4.369], [0.870, -1.600, 3.970], [-1.484, -1.138, 2.357], [0.270, -0.372, 6.226], [-1.324, 1.326, 1.873], [1.768, 0.981, 4.429], [-0.310, -8.394, -0.472], [-0.114, -6.941, -0.136], [-0.730, -5.937, -0.874], [-0.556, -4.589, -0.600], [-1.258, -3.585, -1.475], [0.280, -4.203, 0.481], [0.524, -2.857, 0.869], [-0.049, -1.813, 0.334], [0.917, -5.227, 1.243], [1.806, -4.884, 2.409], [0.708, -6.553, 0.922], [-1.120, -8.523, -1.191], [-0.554, -8.979, 0.417], [0.592, -8.831, -0.909], [-1.374, -6.214, -1.704], [-1.809, -4.104, -2.262], [-0.553, -2.897, -1.941], [-1.954, -2.970, -0.905], [1.194, -2.652, 1.699], [2.678, -4.304, 2.094], [2.164, -5.796, 2.888], [1.287, -4.282, 3.158], [1.196, -7.316, 1.522]]
}



# 2
{
  "formula": "C31H37AsIrPS4",
  "method": "ωB97M-V/def2-TZVPD",
  "homo_energy_ev": [-15.9, -15.9],
  "spin_multiplicity": 2,
  "e_lumo_ev": [-8.98, -10.33],
  "molar_mass_g_mol": 836.0,
  "total_charge": 3,
  "s_squared": 0.764,
  "de_lowest_kj_mol": 147.4,
  "gap_ev": [6.878, 5.585],
  "e_tot_ha": -5476.83596,
  "symbols": ["Ir", "C", "C", "S", "C", "C", "S", "C", "C", "S", "H", "H", "H", "H", "H", "H", "H", "H", "H", "H", "H", "H", "C", "C", "C", "C", "C", "C", "P", "C", "C", "C", "C", "C", "C", "C", "C", "C", "C", "C", "C", "C", "C", "C", "C", "H", "H", "H", "H", "H", "H", "H", "H", "H", "H", "H", "H", "H", "H", "H", "H", "C", "As", "C", "C", "S", "H", "H", "H", "H", "H", "H", "H", "H", "H"],
  "coordinates": [[0.801, -0.286, -0.138], [-1.892, -0.262, 1.774], [-1.256, 1.085, 2.060], [-0.034, 1.625, 0.787], [1.324, 2.168, 1.868], [1.924, 1.064, 2.720], [2.363, -0.407, 1.728], [1.691, -1.766, 2.722], [0.183, -1.757, 2.849], [-0.698, -1.531, 1.252], [-2.622, -0.222, 0.971], [-2.416, -0.628, 2.658], [-0.742, 1.079, 3.019], [-2.017, 1.864, 2.105], [0.948, 2.982, 2.490], [2.056, 2.590, 1.179], [1.252, 0.751, 3.517], [2.840, 1.421, 3.189], [2.157, -1.737, 3.708], [2.043, -2.666, 2.220], [-0.157, -0.974, 3.525], [-0.160, -2.709, 3.254], [6.806, 0.947, -1.915], [5.887, 1.858, -1.410], [4.550, 1.509, -1.317], [4.140, 0.241, -1.734], [5.062, -0.675, -2.248], [6.397, -0.314, -2.333], [2.408, -0.142, -1.725], [2.088, -1.905, -1.338], [1.082, -2.646, -1.988], [0.946, -4.004, -1.747], [1.831, -4.649, -0.899], [2.858, -3.941, -0.265], [2.982, -2.588, -0.472], [1.588, 0.278, -3.238], [2.216, 0.542, -4.427], [1.444, 0.918, -5.543], [0.087, 1.052, -5.422], [-0.575, 0.808, -4.194], [-1.967, 1.053, -4.046], [-2.553, 0.867, -2.837], [-1.797, 0.377, -1.732], [-0.419, 0.139, -1.797], [0.182, 0.390, -3.074], [7.850, 1.221, -1.987], [6.213, 2.839, -1.093], [3.830, 2.224, -0.935], [4.746, -1.657, -2.580], [7.119, -1.016, -2.728], [0.424, -2.159, -2.694], [0.166, -4.562, -2.247], [1.743, -5.716, -0.739], [3.564, -4.462, 0.369], [3.799, -2.044, -0.013], [3.294, 0.480, -4.510], [1.931, 1.126, -6.486], [-0.500, 1.379, -6.271], [-2.527, 1.438, -4.889], [-3.595, 1.117, -2.682], [-2.310, 0.333, -0.785], [-4.734, -4.313, -2.960], [-4.134, -2.516, -3.256], [-5.582, -1.317, -2.888], [-3.603, -2.307, -5.083], [-2.442, -2.209, -1.926], [-5.444, -4.561, -3.750], [-5.219, -4.371, -1.989], [-3.886, -4.992, -2.999], [-6.447, -1.645, -3.465], [-5.304, -0.310, -3.190], [-5.814, -1.348, -1.826], [-4.488, -2.379, -5.715], [-2.897, -3.093, -5.343], [-3.137, -1.331, -5.204]]
}



# 3
{
  "formula": "C8H8BrNO2",
  "method": "ωB97M-V/def2-TZVPD",
  "homo_energy_ev": [-8.1, -9.9],
  "spin_multiplicity": 3,
  "e_lumo_ev": [0.24, -2.38],
  "molar_mass_g_mol": 230.1,
  "s_squared": 2.026,
  "gap_ev": [8.342, 7.543],
  "e_tot_ha": -3088.61938,
  "symbols": ["C", "C", "C", "C", "C", "C", "C", "C", "N", "O", "O", "Br", "H", "H", "H", "H", "H", "H", "H", "H"],
  "coordinates": [[2.488, 1.393, -0.879], [2.287, -0.034, -1.049], [1.488, 2.152, -0.299], [0.974, -0.500, -0.821], [0.298, 1.660, -0.015], [0.018, 0.303, -0.284], [-1.403, -1.375, 2.258], [-1.389, -0.206, -0.145], [-1.831, -1.451, -0.679], [-1.071, -2.359, -0.864], [-3.011, -1.615, -0.935], [-2.757, 1.012, 0.281], [3.318, 1.997, -1.240], [2.944, -0.851, -1.309], [1.706, 3.211, -0.238], [0.788, -1.454, -1.179], [-0.468, 2.298, 0.350], [-0.371, -1.541, 2.384], [-1.799, -0.765, 3.101], [-2.210, -1.875, 1.564]]
}



# 4
{
  "formula": "C3H7IN",
  "method": "ωB97M-V/def2-TZVPD",
  "homo_energy_ev": -14.4,
  "e_lumo_ev": -5.79,
  "molar_mass_g_mol": 184.0,
  "total_charge": 1,
  "de_lowest_kj_mol": 263.8,
  "gap_ev": 8.571,
  "e_tot_ha": -470.60282,
  "symbols": ["C", "C", "C", "N", "I", "H", "H", "H", "H", "H", "H", "H"],
  "coordinates": [[-0.689, -1.481, 1.383], [0.150, -1.024, 0.418], [1.237, -0.143, 0.418], [0.696, 1.090, -1.303], [2.983, -0.836, -0.344], [-1.493, -2.088, 0.987], [-0.683, -1.134, 2.428], [0.057, -1.413, -0.585], [1.389, 0.710, 1.021], [1.173, 0.753, -2.159], [-0.328, 1.382, -1.424], [1.226, 1.808, -0.958]]
}



# 5
{
  "formula": "C38H62N3OSTl",
  "method": "ωB97M-V/def2-TZVPD",
  "homo_energy_ev": -7.0,
  "e_lumo_ev": -0.45,
  "molar_mass_g_mol": 813.4,
  "de_lowest_kj_mol": 0.0,
  "gap_ev": 6.510,
  "e_tot_ha": -2295.26557,
  "symbols": ["Tl", "C", "C", "C", "C", "C", "C", "C", "C", "C", "C", "C", "C", "C", "C", "C", "C", "C", "H", "H", "H", "H", "H", "H", "H", "H", "H", "H", "H", "H", "H", "H", "H", "H", "H", "H", "H", "H", "H", "H", "H", "H", "H", "H", "H", "H", "H", "C", "C", "C", "C", "C", "C", "C", "C", "C", "C", "C", "C", "C", "C", "C", "C", "C", "H", "H", "H", "H", "H", "H", "H", "H", "H", "H", "H", "H", "H", "H", "H", "H", "H", "H", "H", "H", "H", "H", "H", "H", "H", "H", "H", "H", "H", "O", "N", "S", "C", "N", "C", "C", "C", "N", "H", "H", "H", "H"],
  "coordinates": [[-0.415, -0.629, 0.421], [-2.785, -2.063, 0.952], [-3.171, -1.106, -0.031], [-3.109, 0.182, 0.602], [-2.650, -0.045, 1.932], [-2.468, -1.422, 2.156], [-2.061, -2.092, 3.457], [-1.477, -1.064, 4.427], [-1.005, -3.180, 3.212], [-3.295, -2.742, 4.098], [-3.506, 1.599, 0.148], [-2.561, 2.197, -0.915], [-4.957, 1.640, -0.352], [-3.443, 2.562, 1.343], [-3.648, -1.596, -1.407], [-2.983, -2.945, -1.741], [-5.167, -1.836, -1.375], [-3.302, -0.657, -2.569], [-2.791, -3.136, 0.813], [-2.567, 0.709, 2.702], [-0.648, -0.524, 3.958], [-1.112, -1.564, 5.332], [-2.229, -0.330, 4.730], [-0.116, -2.753, 2.740], [-1.389, -3.966, 2.558], [-0.706, -3.644, 4.159], [-4.064, -1.990, 4.286], [-3.039, -3.224, 5.049], [-3.718, -3.496, 3.431], [-2.697, 1.747, -1.896], [-1.518, 2.064, -0.622], [-2.745, 3.272, -1.018], [-5.103, 1.080, -1.271], [-5.256, 2.675, -0.544], [-5.628, 1.225, 0.406], [-2.422, 2.669, 1.721], [-4.087, 2.227, 2.160], [-3.786, 3.549, 1.024], [-3.338, -3.747, -1.092], [-1.896, -2.886, -1.644], [-3.223, -3.227, -2.770], [-5.415, -2.540, -0.577], [-5.513, -2.254, -2.327], [-5.714, -0.912, -1.186], [-2.248, -0.372, -2.532], [-3.898, 0.251, -2.569], [-3.485, -1.162, -3.522], [2.372, 1.097, -0.963], [2.776, -0.200, -1.595], [1.881, -0.472, -2.573], [1.020, 0.777, -2.669], [2.030, 2.266, -1.859], [2.236, 3.730, -1.591], [3.383, 4.213, -2.487], [2.575, 3.950, -0.119], [0.940, 4.467, -1.946], [1.681, -1.589, -3.598], [1.843, -2.988, -2.984], [0.242, -1.539, -4.135], [2.615, -1.392, -4.808], [4.014, -0.888, -1.014], [4.930, -1.513, -2.071], [4.872, 0.157, -0.275], [3.575, -1.937, 0.025], [2.630, 1.318, 0.063], [0.073, 0.734, -3.198], [4.324, 3.730, -2.209], [3.506, 5.293, -2.383], [3.177, 3.984, -3.533], [3.535, 3.495, 0.140], [1.808, 3.529, 0.538], [2.642, 5.022, 0.082], [0.683, 4.312, -2.997], [1.060, 5.539, -1.773], [0.113, 4.103, -1.331], [1.166, -3.106, -2.134], [2.852, -3.194, -2.643], [1.586, -3.744, -3.730], [-0.491, -1.580, -3.325], [0.073, -2.405, -4.778], [0.054, -0.645, -4.734], [3.662, -1.525, -4.550], [2.497, -0.383, -5.213], [2.360, -2.108, -5.596], [5.282, -0.747, -2.768], [4.453, -2.298, -2.645], [5.804, -1.950, -1.579], [5.080, 1.022, -0.910], [5.826, -0.299, 0.000], [4.397, 0.503, 0.647], [3.021, -2.756, -0.431], [2.938, -1.475, 0.785], [4.455, -2.349, 0.529], [1.862, 1.864, -3.198], [0.960, 1.402, -1.313], [1.862, 0.603, 2.655], [1.760, 0.932, 4.285], [1.655, -0.126, 5.168], [1.562, 0.015, 6.500], [1.556, 1.259, 7.037], [1.635, 2.327, 6.119], [1.726, 2.188, 4.822], [1.644, -1.040, 4.740], [1.489, -0.892, 7.084], [1.482, 1.417, 8.101], [1.613, 3.351, 6.483]]
}



# 6
{
  "formula": "C5H8N",
  "method": "ωB97M-V/def2-TZVPD",
  "homo_energy_ev": [-14.8, -14.8],
  "e_lumo_ev": [-5.85, -5.85],
  "smiles": "C#C/[N+](C)=C\\C",
  "molar_mass_g_mol": 82.1,
  "total_charge": 1,
  "de_lowest_kj_mol": 424.8,
  "gap_ev": [8.907, 8.908],
  "e_tot_ha": -249.66335,
  "symbols": ["C", "C", "N", "C", "C", "C", "H", "H", "H", "H", "H", "H", "H", "H"],
  "coordinates": [[-2.224, 1.456, -0.173], [-1.316, 0.696, -0.178], [-0.445, -0.248, -0.005], [-0.959, -1.658, -0.045], [0.929, -0.089, 0.107], [1.971, 1.035, 0.005], [-2.998, 2.008, -0.365], [-0.456, -2.215, -0.789], [-0.636, -2.119, 0.928], [-2.036, -1.733, -0.080], [1.459, -0.919, 0.555], [2.584, 0.746, -0.733], [1.575, 2.001, -0.271], [2.552, 1.039, 1.043]]
}